# 1
89
Properties=species:S:1:pos:R:3 method="wB97M-V/def2-TZVPD" relative_energy_kcal_mol=12.7 multiplicity=2 charge=+1 gap_ev="5.882 / 6.276"
Re 0.20083 -0.59126 -1.30252
C -2.02004 6.00053 6.71910
C -1.62621 4.95252 5.71541
C -2.44496 4.66718 4.62339
C -2.10207 3.68862 3.70567
C -0.92076 2.98831 3.88154
C -0.10459 3.22542 4.97777
C -0.45492 4.21694 5.88039
S -0.46830 1.69492 2.72995
O -1.69350 1.31916 1.98096
C 0.62443 2.60713 1.62467
C 1.95841 2.70154 2.08653
C 2.92708 3.23002 1.29074
C 2.63226 3.59892 -0.04475
C 3.64493 4.04703 -0.92436
C 3.34736 4.38122 -2.21479
C 2.01975 4.29373 -2.68012
C 1.01651 3.87675 -1.85123
C 1.29731 3.50175 -0.51404
C 0.26663 3.04090 0.37183
C -1.14843 3.38499 0.02949
C -1.56261 4.67735 0.49955
C -0.69016 5.53549 1.21873
C -1.11476 6.75349 1.66441
C -2.43485 7.18632 1.42752
C -3.29420 6.39301 0.72414
C -2.87651 5.13348 0.23254
C -3.74790 4.33225 -0.54144
C -3.33067 3.13670 -1.02622
C -2.03191 2.65853 -0.72329
S -1.63510 1.15320 -1.61322
O -1.53887 1.52099 -3.03405
C -3.13764 0.22147 -1.38218
C -3.67648 0.01964 -0.11644
C -4.84079 -0.71558 -0.00787
C -5.47100 -1.24908 -1.13524
C -6.73320 -2.05149 -0.98549
C -4.90425 -1.02590 -2.38499
C -3.73304 -0.29381 -2.51936
H -2.71191 6.72233 6.28741
H -1.14830 6.53804 7.09145
H -2.51402 5.54012 7.57725
H -3.36642 5.22152 4.48985
H -2.75142 3.44947 2.87281
H 0.79185 2.63625 5.13387
H 0.18175 4.41056 6.73555
H 2.19372 2.36360 3.08945
H 3.94199 3.33825 1.65471
H 4.66141 4.11716 -0.55603
H 4.12794 4.72239 -2.88220
H 1.79260 4.56360 -3.70305
H 0.00288 3.81138 -2.22548
H 0.32532 5.22671 1.42549
H -0.43185 7.39048 2.21136
H -2.75891 8.15236 1.79199
H -4.30591 6.72003 0.51758
H -4.74534 4.69325 -0.75826
H -3.98618 2.53837 -1.64218
H -3.19272 0.43118 0.76052
H -5.27679 -0.87620 0.97112
H -7.46616 -1.51544 -0.38187
H -6.52691 -2.99822 -0.48303
H -7.18120 -2.27355 -1.95232
H -5.38535 -1.42531 -3.26908
H -3.29191 -0.10840 -3.48906
O 3.37814 -1.14606 -2.99114
P 2.33954 -2.36690 -2.97372
O 2.99192 -3.65415 -3.12536
O 1.42150 -2.19064 -1.74017
O 1.36834 -1.95229 -4.25788
P 0.27351 -0.83301 -3.96235
O -0.20939 -0.34670 -5.35251
O -0.78820 -1.37075 -3.02047
O 0.95518 0.24798 -3.10589
H 2.93048 -0.29339 -3.12650
H -0.06586 -0.94540 -6.09799
Cl -0.95398 -1.68204 0.28160
S 1.91598 0.27203 -0.17087
C 2.81221 -1.20811 0.25431
N 2.36135 -2.10517 1.10424
C 3.20526 -3.31135 1.10091
C 4.37510 -2.89525 0.17856
N 3.99553 -1.52678 -0.21588
H 1.39918 -2.09682 1.40954
H 2.64482 -4.15188 0.69572
H 3.53462 -3.54776 2.10941
H 4.44361 -3.52508 -0.70726
H 5.33074 -2.88620 0.69664
H 4.37572 -1.06569 -1.02912

# 2
80
Properties=species:S:1:pos:R:3 method="wB97M-V/def2-TZVPD" relative_energy_kcal_mol=112.4 multiplicity=5 charge=+1 gap_ev="4.294 / 5.916"
C 3.34667 3.57990 0.68282
C 3.13470 2.49250 1.56753
C 3.18466 1.28521 0.82668
H 3.07039 2.56948 2.64479
C 3.47635 1.62445 -0.53413
C 3.57654 3.04568 -0.61640
H 3.89719 3.61866 -1.47776
H 3.42472 4.63064 0.96050
H 3.08277 0.29124 1.25421
H 3.67228 0.92902 -1.34490
Co 1.79668 2.48065 0.08006
Si -2.70035 0.27155 0.05067
C -2.59859 -0.29893 1.81039
C -3.40944 -1.32851 2.29764
H -4.18602 -1.74740 1.65377
C -3.19901 -1.86338 3.56795
H -3.81744 -2.69250 3.90358
C -2.19160 -1.36443 4.39785
H -2.02330 -1.78984 5.39335
C -1.42072 -0.28561 3.94868
H -0.63544 0.11938 4.58143
C -1.65584 0.26244 2.68615
H -1.08302 1.13379 2.36195
C -0.95625 0.17322 -0.67100
C 0.28846 0.03831 0.07479
H 0.31025 0.06537 1.16366
C 1.43736 -0.50540 -0.61879
H 2.27229 -0.94401 -0.08346
C 1.44617 -0.42439 -2.05476
H 2.28592 -0.84208 -2.61225
C 0.41435 0.28202 -2.70075
H 0.54862 0.59919 -3.74182
C -0.77199 0.54751 -2.04722
H -1.58326 1.05626 -2.57186
H -3.10127 1.88241 -0.19111
Si 0.07531 -1.64005 -0.93042
C 0.03253 -2.95302 -2.34218
C 0.68158 -4.17811 -2.12748
H 1.14779 -4.39402 -1.16341
C 0.71940 -5.15578 -3.13340
H 1.20342 -6.11709 -2.94189
C 0.12391 -4.90239 -4.37455
H 0.15814 -5.65470 -5.16504
C -0.53784 -3.68538 -4.58989
H -1.02330 -3.48817 -5.54986
C -0.59561 -2.72495 -3.57182
H -1.14758 -1.79551 -3.74849
C -0.45307 -2.77931 0.50610
C 0.22499 -2.86675 1.72865
H 1.05736 -2.19823 1.95911
C -0.15720 -3.85064 2.65064
H 0.34786 -3.93062 3.61674
C -1.20383 -4.72728 2.35412
H -1.48088 -5.50898 3.06089
C -1.91772 -4.58368 1.16173
H -2.77271 -5.22401 0.93728
C -1.54579 -3.60964 0.24210
H -2.10133 -3.52167 -0.69852
H -3.75772 1.39324 0.13950
Cl -3.83818 -1.03202 -1.03688
C 0.80864 2.32658 3.60571
C 0.12037 3.09043 2.54525
N 0.42849 3.13229 1.23522
C -0.47011 3.96057 0.52583
C -1.43032 4.54661 1.31520
S -1.27068 4.05865 2.95198
C -0.22273 4.07584 -0.87101
C -0.87829 4.79699 -1.83975
S -0.14316 4.57306 -3.37677
C 1.09013 3.57745 -2.66141
N 0.90929 3.37994 -1.34488
C 2.16697 3.01091 -3.49790
H 1.66824 2.89967 3.96998
H 0.12661 2.18944 4.44964
H 1.14240 1.34657 3.24702
H -2.17163 5.23930 0.93425
H -1.75205 5.40691 -1.63821
H 1.85629 3.07124 -4.54985
H 3.09176 3.59101 -3.38333
H 2.35738 1.96291 -3.24220

# 3
80
Properties=species:S:1:pos:R:3 method="wB97M-V/def2-TZVPD" relative_energy_kcal_mol=21.8 multiplicity=5 gap_ev="5.931 / 6.325"
C -1.68112 -2.18783 4.43181
C -1.94202 -0.90342 3.90740
C -1.88161 -0.96589 2.47787
H -2.28451 -0.04045 4.47730
C -1.56571 -2.35088 2.12456
C -1.42731 -3.06926 3.35334
H -1.28728 -4.14259 3.44284
H -1.73778 -2.46607 5.48459
H -2.28182 -0.22132 1.78761
H -1.67277 -2.79286 1.13031
Cr 0.34551 -1.10438 2.11945
Si 1.27427 3.15362 -0.33889
C 0.04957 4.11176 -1.34820
C 0.47689 4.78777 -2.49907
H 1.53210 4.75647 -2.77354
C -0.43674 5.49063 -3.28481
H -0.09191 6.00462 -4.18164
C -1.79142 5.50790 -2.94449
H -2.50498 6.04016 -3.57416
C -2.22453 4.83445 -1.80156
H -3.28437 4.81651 -1.54876
C -1.30517 4.16232 -0.99053
H -1.65183 3.67980 -0.07535
C 0.83974 1.32970 -0.41452
C -0.42849 0.82941 -0.12996
H -1.27436 1.52263 -0.04205
C -0.69356 -0.58405 -0.23375
H -1.72541 -0.94557 -0.23671
C 0.43247 -1.52139 0.05351
H 0.26257 -2.60473 0.14341
C 1.69524 -1.01042 -0.53065
H 2.54853 -1.66775 -0.67435
C 1.74761 0.36031 -0.95462
H 2.61856 0.72443 -1.51056
H 1.07804 3.55041 1.08093
Si 0.31773 -0.86566 -1.74621
C 0.38928 -2.43108 -2.85934
C -0.62933 -2.62322 -3.79748
H -1.46518 -1.91954 -3.83901
C -0.57551 -3.67924 -4.70971
H -1.36531 -3.80140 -5.45218
C 0.50580 -4.57089 -4.67428
H 0.54934 -5.40321 -5.38018
C 1.52267 -4.39672 -3.72568
H 2.35943 -5.09565 -3.69234
C 1.47170 -3.32345 -2.82673
H 2.28905 -3.18336 -2.11755
C -0.27626 0.34824 -3.11216
C -1.56719 0.87011 -3.06889
H -2.29223 0.52787 -2.32363
C -1.94454 1.86396 -3.97660
H -2.94831 2.28759 -3.91862
C -1.03785 2.32668 -4.92917
H -1.33262 3.11561 -5.62624
C 0.25378 1.79458 -4.97595
H 0.96625 2.15658 -5.71741
C 0.63981 0.81158 -4.05662
H 1.66176 0.41651 -4.08476
H 2.58229 3.47044 -0.70697
Cl 2.60746 -0.40527 1.84950
C -1.17394 2.30248 2.89022
C -0.13478 1.69295 3.74828
N 0.40110 0.49166 3.61717
C 1.19580 0.15118 4.71642
C 1.33703 1.18127 5.62542
S 0.40481 2.56535 5.18167
C 1.63121 -1.21051 4.83187
C 2.26460 -1.81820 5.89575
S 2.44003 -3.51926 5.64823
C 1.67402 -3.33715 4.07547
N 1.30325 -2.10230 3.80198
C 1.51897 -4.51726 3.19730
H -2.13429 2.33188 3.43136
H -0.86567 3.32796 2.64695
H -1.28489 1.72888 1.96424
H 1.94502 1.10100 6.51605
H 2.59842 -1.27584 6.77319
H 2.44476 -5.10765 3.25809
H 0.69338 -5.14482 3.56406
H 1.33279 -4.21680 2.15771

# 4
80
Properties=species:S:1:pos:R:3 method="wB97M-V/def2-TZVPD" relative_energy_kcal_mol=20.7 multiplicity=5 charge=+2 gap_ev="4.690 / 2.877"
C -0.51972 2.25735 3.40749
C 0.62656 1.93304 2.63253
C 0.50705 2.61293 1.38509
H 1.44488 1.28322 2.94021
C -0.70856 3.36236 1.40802
C -1.35118 3.12907 2.65533
H -2.30352 3.53899 2.97748
H -0.71343 1.93164 4.42448
H 1.22921 2.58463 0.57000
H -1.09922 3.98962 0.61253
Pd -1.07544 1.35430 1.61889
Si -0.32108 -3.33018 0.03579
C 1.40017 -2.87709 0.59898
C 2.23134 -3.90873 1.04880
H 1.82916 -4.92686 1.11573
C 3.55598 -3.65453 1.40578
H 4.20012 -4.46983 1.73519
C 4.07101 -2.35819 1.32176
H 5.11647 -2.15574 1.57334
C 3.23180 -1.31146 0.95470
H 3.61152 -0.28823 0.89044
C 1.89559 -1.56192 0.64615
H 1.23642 -0.73110 0.38418
C 0.00801 1.43391 -1.70683
C 1.00176 2.39834 -1.94782
H 2.04219 2.08299 -2.05891
C 0.64362 3.74254 -2.11613
H 1.41325 4.49224 -2.33815
C -0.70375 4.11475 -2.04595
H -0.99364 5.14760 -2.24755
C -1.69264 3.17641 -1.71730
H -2.74448 3.47102 -1.64070
C -1.33205 1.84919 -1.46940
H -2.09501 1.09835 -1.23885
H -0.55855 -2.72635 -1.29624
Si 0.08543 -0.32721 -2.28030
C -0.39189 -0.04292 -4.10777
C 0.58047 0.05610 -5.11894
H 1.59408 -0.29815 -4.93821
C 0.28052 0.64796 -6.35342
H 1.06214 0.76467 -7.10764
C -1.01269 1.11308 -6.60801
H -1.23949 1.61532 -7.55177
C -2.01297 0.93502 -5.64488
H -3.03002 1.27695 -5.84852
C -1.70994 0.34078 -4.41661
H -2.49824 0.20655 -3.67880
C 1.70060 -1.31018 -2.54881
C 2.99762 -0.78088 -2.47113
H 3.13101 0.27852 -2.27226
C 4.11700 -1.60811 -2.64429
H 5.11227 -1.17959 -2.57477
C 3.96252 -2.96776 -2.90730
H 4.83130 -3.61418 -3.02214
C 2.67768 -3.49221 -3.05209
H 2.53557 -4.54637 -3.29116
C 1.56364 -2.66315 -2.92141
H 0.56454 -3.07636 -3.10045
H -0.68829 -4.68236 0.30360
Cl -1.62564 -2.16141 1.16576
C 1.50352 -1.30080 4.19082
C 0.11681 -1.15168 4.68053
N -0.86058 -0.58911 4.02989
C -2.04831 -0.61779 4.74513
C -1.94754 -1.25548 5.98171
S -0.34777 -1.81073 6.26734
C -3.24704 -0.01817 4.20601
C -4.50761 -0.05870 4.79363
S -5.66138 0.83625 3.89325
C -4.37632 1.22550 2.72254
N -3.22629 0.67520 2.99656
C -4.70539 2.06762 1.55154
H 2.16766 -0.66746 4.80052
H 1.80658 -2.35354 4.28377
H 1.55453 -1.01439 3.13539
H -2.77621 -1.37730 6.67138
H -4.71819 -0.58153 5.72068
H -5.51659 1.58530 0.98513
H -5.05259 3.04835 1.91123
H -3.82832 2.19007 0.90525

# 5
85
Properties=species:S:1:pos:R:3 method="wB97M-V/def2-TZVPD" relative_energy_kcal_mol=19.9 charge=-2 gap_ev="1.934 / 1.931"
Ti -0.64387 -0.43005 -0.57406
O -3.00710 -3.36950 0.67184
C -2.29114 -2.61750 -0.01294
O -1.50018 -1.68432 0.50211
C -2.24876 -2.64080 -1.46593
C -2.89244 -3.60549 -2.20896
C -2.82685 -3.59315 -3.59402
C -2.03717 -2.58266 -4.24099
C -1.88976 -2.52487 -5.63298
C -1.09760 -1.55463 -6.25440
C -0.42266 -0.63750 -5.47409
C -0.54207 -0.67148 -4.08021
C -1.35901 -1.60851 -3.42991
N -1.49328 -1.60659 -2.05551
H -3.44779 -4.36236 -1.66870
H -3.32697 -4.34522 -4.19619
H -2.40646 -3.27088 -6.23088
H -1.00598 -1.53331 -7.33691
H 0.20784 0.11336 -5.94295
H 0.00449 0.03100 -3.47156
O -1.45154 0.96642 0.75960
S -0.69104 1.98468 1.55420
C -1.12366 1.59333 3.26288
C -2.04307 0.58716 3.51539
C -2.40181 0.30992 4.82265
C -1.84000 1.02558 5.87448
C -0.89961 2.01360 5.61121
C -0.53444 2.29378 4.30432
C -1.80126 3.41210 1.54133
C -3.16321 3.27715 1.32179
C -3.97777 4.39527 1.35778
C -3.43505 5.65055 1.61383
C -2.06770 5.77911 1.82785
C -1.24972 4.66354 1.78369
H -2.42189 -0.00158 2.68745
H -3.10543 -0.48734 5.02557
H -2.11963 0.80149 6.89666
H -0.44534 2.56231 6.42803
H 0.20982 3.05308 4.08670
H -3.56087 2.29079 1.11117
H -5.04316 4.29891 1.18930
H -4.07196 6.52598 1.63337
H -1.64349 6.75748 2.01975
H -0.17641 4.74797 1.91271
C 2.89689 0.36427 -2.73433
C 3.16578 -0.94135 -2.02759
C 4.39501 -1.56608 -2.15249
C 4.65951 -2.78737 -1.54191
C 3.63996 -3.39154 -0.80774
C 2.39788 -2.80638 -0.65353
C 1.29642 -3.50491 0.09483
C 2.11819 -1.53288 -1.24895
N 0.95968 -0.90487 -1.04284
H 3.73362 1.06320 -2.61281
H 1.98408 0.80529 -2.33299
H 2.74467 0.20950 -3.80573
H 5.16851 -1.08375 -2.74683
H 5.62245 -3.27152 -1.66179
H 3.82866 -4.35798 -0.34536
H 1.67977 -4.37191 0.63928
H 0.51690 -3.84164 -0.59728
H 0.79814 -2.82672 0.78811
C 2.52053 -2.48821 3.88197
N 2.52707 -1.44673 2.87362
C 3.67285 -1.13865 2.22447
C 3.69743 -0.15145 1.30496
C 2.47831 0.51896 1.03054
N 1.32673 0.15234 1.57657
C 1.29018 -0.83447 2.51423
O 0.27823 -1.22640 3.06349
N 2.47197 1.59918 0.21280
H 3.01359 -2.14266 4.79515
H 3.02605 -3.38235 3.51480
H 1.48317 -2.72045 4.10193
H 4.54379 -1.72673 2.47896
H 4.60317 0.08523 0.76715
H 3.18431 1.57870 -0.50124
H 1.55032 1.87963 -0.14111
C -1.81183 3.31899 -2.36457
C -0.92246 2.33293 -1.61877
O 0.01466 2.78147 -0.91823
O -1.19380 1.11440 -1.78892
H -1.63070 4.33235 -2.00892
H -2.85843 3.05063 -2.22369
H -1.58627 3.25305 -3.42973

# 6
85
Properties=species:S:1:pos:R:3 method="wB97M-V/def2-TZVPD" relative_energy_kcal_mol=4.4 multiplicity=6 gap_ev="7.452 / 7.389"
Ru 0.05374 0.82237 -0.32821
C -2.41918 -7.04097 -1.52681
C -1.45904 -5.88022 -1.47937
C -1.25590 -5.16940 -0.29801
C -0.35279 -4.11894 -0.24125
C 0.35922 -3.76531 -1.37791
C 0.18483 -4.47055 -2.55984
C -0.72342 -5.51692 -2.60695
S 1.49430 -2.39732 -1.30768
O 1.95964 -2.38832 0.05469
O 2.43559 -2.60275 -2.37908
N 0.65239 -1.04842 -1.55416
C 0.61325 -0.46559 -2.82552
C 0.23886 -1.10225 -4.01494
C 0.12300 -0.34304 -5.16099
C 0.35388 1.02790 -5.11257
C 0.70418 1.58086 -3.90047
N 0.85940 0.85039 -2.79319
H -3.22121 -6.92283 -0.79725
H -1.90249 -7.97710 -1.29786
H -2.86630 -7.14623 -2.51582
H -1.80992 -5.44465 0.59417
H -0.19071 -3.57205 0.68121
H 0.78215 -4.21516 -3.42813
H -0.85502 -6.06912 -3.53153
H 0.03185 -2.16465 -4.01966
H -0.16820 -0.81313 -6.09297
H 0.25134 1.65042 -5.99155
H 0.87061 2.64559 -3.79509
C -0.03120 -0.60630 6.50885
O 0.54760 0.69035 6.45038
C 0.62250 1.28863 5.24178
C 1.21742 2.56362 5.23573
C 1.32668 3.23471 4.05286
C 0.88584 2.69809 2.82143
C 1.10489 3.42633 1.57832
C 1.34175 4.91916 1.58443
O 1.11898 2.89832 0.46813
C 0.28592 1.40774 2.83417
O -0.19473 0.81152 1.77919
C 0.16045 0.72891 4.07087
H 0.00471 -0.90766 7.55033
H 0.53225 -1.32014 5.90642
H -1.06880 -0.59248 6.17062
H 1.58042 2.98015 6.16740
H 1.80531 4.20547 4.06335
H 1.32264 5.38802 2.56345
H 0.54857 5.35981 0.97420
H 2.29037 5.13025 1.08624
H -0.30958 -0.24352 4.03641
C -3.22083 1.40683 1.30797
C -3.05066 0.06849 0.67450
N -2.04391 -0.34491 -0.06716
C -2.35769 -1.61320 -0.51637
C -3.57269 -1.97281 -0.03792
N -3.99848 -0.89774 0.71831
H -2.29549 1.96398 1.23455
H -3.49258 1.31117 2.36036
H -4.00158 1.97136 0.79301
H -1.69007 -2.16156 -1.15612
H -4.15546 -2.87158 -0.15445
H -4.87445 -0.81920 1.20395
C -2.63935 4.10040 -3.10891
C -1.48367 4.53382 -2.47141
C -0.77407 3.67317 -1.63801
C -1.19590 2.36001 -1.40026
C -2.36390 1.94961 -2.05510
C -3.07463 2.79887 -2.89785
H -3.19101 4.76604 -3.76254
H -1.12599 5.54712 -2.62642
H 0.13473 4.03752 -1.17633
H -2.73089 0.93801 -1.93726
H -3.96797 2.43655 -3.39502
N 7.60498 0.17823 1.48162
C 6.48868 0.25319 1.22414
C 5.08897 0.34665 0.90365
C 4.67919 0.99298 -0.25445
C 3.32462 1.07391 -0.51316
N 2.40515 0.55282 0.29692
C 2.80187 -0.08996 1.38886
C 4.13545 -0.20694 1.74415
H 5.40053 1.41679 -0.93766
H 2.95219 1.56415 -1.40271
H 2.02709 -0.53837 1.99399
H 4.42179 -0.72898 2.64531